# 1
Here is 9 unconnected molecules or ions with the total composition C36H63N9 from OMol25. Energies are from ωB97M-V with the def2-TZVPD basis set.

Geometry as ORCA input:
```
! RIJCOSX wB97M-V def2-TZVPD def2/J DEFGRID3
* xyz 0 1
C 3.5869 -0.0953 -3.0991
C 3.2004 0.8817 -1.9744
C 4.2211 0.9114 -0.8356
C 4.2639 -0.3284 -0.0692
N 4.2130 -1.2866 0.5580
H 2.7049 -0.3814 -3.6762
H 4.0680 -0.9959 -2.7187
H 4.2677 0.3827 -3.8081
H 2.2287 0.5809 -1.5807
H 3.1110 1.8886 -2.3785
H 3.9588 1.7163 -0.1451
H 5.2233 1.1253 -1.2168
C -1.8827 -1.5481 -3.6919
C -0.4002 -1.4479 -4.0084
C 0.1090 -2.6160 -4.8536
C -0.2048 -3.9153 -4.2594
N -0.4422 -4.9258 -3.7687
H -2.1046 -2.4720 -3.1551
H -2.4762 -1.5076 -4.6074
H -2.2022 -0.7209 -3.0572
H 0.1916 -1.3515 -3.0953
H -0.2121 -0.5220 -4.5559
H 1.1872 -2.5623 -5.0105
H -0.3571 -2.5915 -5.8433
C -0.0701 -4.8662 3.0330
C -0.6459 -6.1128 3.7085
C 0.1329 -6.4682 4.9898
C -0.4267 -7.6422 5.6394
N -0.8935 -8.5582 6.1549
H -0.2653 -3.9718 3.6326
H -0.5328 -4.6924 2.0619
H 1.0090 -4.9572 2.8991
H -0.5738 -6.9478 3.0089
H -1.7013 -5.9522 3.9275
H 0.1032 -5.6275 5.6837
H 1.1730 -6.6621 4.7279
C 0.5405 0.7542 5.0888
C -0.0071 2.1077 4.6477
C 1.0715 2.9726 3.9877
C 1.5915 2.3789 2.7634
N 2.0032 1.9012 1.8044
H 0.9248 0.2045 4.2277
H -0.2510 0.1267 5.5075
H 1.3116 0.8459 5.8536
H -0.4527 2.6622 5.4713
H -0.7892 1.9353 3.9029
H 1.9053 3.1527 4.6718
H 0.6811 3.9638 3.7397
C 0.0279 4.6879 0.2309
C 1.0755 4.1909 -0.7459
C 0.6369 4.3495 -2.1819
C 0.2312 5.7151 -2.5394
N -0.1014 6.7643 -2.8623
H -0.0617 5.7761 0.1792
H 0.3032 4.4678 1.2629
H -0.9498 4.2484 0.0256
H 1.3151 3.1460 -0.5394
H 2.0114 4.7376 -0.5966
H -0.2197 3.7216 -2.4388
H 1.4206 4.0778 -2.8944
C -3.4969 1.8496 6.2582
C -4.8545 2.1075 5.6281
C -4.8143 3.1838 4.5348
C -3.8543 2.8875 3.4818
N -3.1000 2.6359 2.6541
H -3.5660 1.1040 7.0483
H -3.0967 2.7728 6.6837
H -2.7965 1.4808 5.5070
H -5.5912 2.4202 6.3668
H -5.2270 1.1861 5.1728
H -4.5953 4.1616 4.9663
H -5.8071 3.2453 4.0829
C 0.1370 -0.8969 0.9024
C -1.2733 -0.3441 0.8423
C -1.3027 1.0679 0.2528
C -0.7249 1.1347 -1.0829
N -0.2567 1.1630 -2.1301
H 0.6351 -0.8984 -0.0709
H 0.1565 -1.9270 1.2615
H 0.7199 -0.2712 1.5765
H -1.6710 -0.2723 1.8580
H -1.9755 -0.9739 0.2907
H -0.7165 1.7489 0.8784
H -2.3173 1.4656 0.2323
C -2.3903 4.1313 -4.5312
C -1.2124 3.5504 -5.2650
C -1.2463 2.0285 -5.4466
C -2.3342 1.5819 -6.3329
N -3.1909 1.2213 -7.0111
H -2.3625 5.2193 -4.4762
H -2.4393 3.7461 -3.5083
H -3.3386 3.8897 -5.0186
H -0.2529 3.7520 -4.7822
H -1.0905 3.9604 -6.2735
H -1.4694 1.5394 -4.4895
H -0.3070 1.6364 -5.8304
C 2.4315 -4.4962 -0.4509
C 2.3468 -3.5549 -1.6476
C 3.3285 -3.8974 -2.7675
C 3.2477 -5.2917 -3.2045
N 3.1890 -6.3813 -3.5564
H 2.0858 -5.4946 -0.7263
H 1.7832 -4.1187 0.3417
H 3.4369 -4.5868 -0.0376
H 2.5583 -2.5445 -1.2896
H 1.3229 -3.5766 -2.0225
H 4.3527 -3.7393 -2.4189
H 3.1593 -3.2546 -3.6326
*
```

As for the strongest force on any atom: 0.0251 hartree/bohr. The structure (SMILES) is CCCC#N.CCCC#N.CCCC#N.CCCC#N.CCCC#N.CCCC#N.CCCC#N.CCCC#N.CCCC#N. Its LUMO energy is 0.044 eV. The value obtained for the total energy is -51763.8088 eV. Its frontier orbital gap is 11.17 eV. Its relative energy (zero: lowest compared OMol25 entry of this formula, charge and spin) is 20.3 kJ/mol.

Atomic partial charges in e from the Löwdin method, atoms 1 to 8:
1. C -0.09
2. C -0.25
3. C -0.19
4. C -0.24
5. N 0.16
6. H 0.06
7. H 0.06
8. H 0.08

=====

# 2
Here is CH5NO2S in the gas phase from OMol25. Energies are from ωB97M-V with the def2-TZVPD basis set.

Geometry as ORCA input:
```
! RIJCOSX wB97M-V def2-TZVPD def2/J DEFGRID3
* xyz 0 1
C 0.4673 -0.7569 -1.0320
N 0.3706 1.2254 0.8634
O -1.9620 -0.0862 0.0243
O -0.4354 -1.4902 1.4122
S -0.6318 -0.4410 0.4564
H -0.0589 -1.2443 -1.8250
H 0.7343 0.2177 -1.3260
H 1.2848 -1.1106 -0.5803
H -0.1157 1.5452 1.6691
H 0.3468 2.1408 0.3379
*
```

As for the strongest force on any atom: 0.0817 hartree/bohr. The structure (SMILES) is CS(N)(=O)=O. Its LUMO energy is 0.289 eV. The value obtained for the total energy is -17536.2018 eV. Its frontier orbital gap is 10.55 eV. Its relative energy (zero: lowest compared OMol25 entry of this formula, charge and spin) is 264.5 kJ/mol.

Atomic partial charges in e from the Löwdin method, atoms 1 to 8:
1. C -0.09
2. N -0.10
3. O -0.34
4. O -0.30
5. S 0.69
6. H 0.07
7. H 0.03
8. H 0.01

=====

# 3
Here is C27H26N4O2 in the gas phase from OMol25. Energies are from ωB97M-V with the def2-TZVPD basis set.

Geometry as ORCA input:
```
! RIJCOSX wB97M-V def2-TZVPD def2/J DEFGRID3
* xyz 0 1
N -1.5245 -0.2236 -1.0709
C -0.9121 -0.3091 0.0465
N -1.7087 -0.4804 1.1877
C -1.1526 -0.5681 2.4045
N 0.1051 -0.5137 2.6618
C 0.9459 -0.3510 1.5989
C 0.5100 -0.2513 0.3141
C 1.4723 -0.1089 -0.8375
C 2.8785 0.0926 -0.3220
C 3.1811 -0.0371 1.0119
C 4.5156 0.1079 1.4788
C 4.8441 -0.0232 2.8426
C 6.1386 0.1203 3.2591
C 7.1552 0.4002 2.3338
C 6.8621 0.5328 1.0051
C 5.5388 0.3915 0.5397
C 5.2014 0.5255 -0.8235
C 3.9092 0.3781 -1.2352
H 3.6533 0.4727 -2.2804
H 5.9828 0.7440 -1.5361
H 7.6412 0.7487 0.2882
H 8.1723 0.5104 2.6805
H 6.3870 0.0190 4.3052
H 4.0534 -0.2383 3.5442
O 2.2399 -0.2969 1.9736
C 1.4444 -1.3501 -1.7090
C 1.2800 -1.2594 -3.0839
C 1.2739 -2.4007 -3.8665
C 1.4340 -3.6441 -3.2808
C 1.6028 -3.7416 -1.9097
C 1.6097 -2.6012 -1.1286
H 1.7438 -2.6805 -0.0587
H 1.7299 -4.7094 -1.4473
H 1.4273 -4.5352 -3.8908
H 1.1422 -2.3174 -4.9354
H 1.1535 -0.2905 -3.5489
H 1.1866 0.7580 -1.4519
H -1.8278 -0.7027 3.2396
C -3.1404 -0.5253 1.0052
H -3.6002 -1.0471 1.8453
H -3.3313 -1.0687 0.0786
C -3.7257 0.8919 0.8879
N -5.1531 0.8007 0.6457
C -5.9555 1.8584 1.2354
C -5.8700 3.1696 0.4440
O -6.2599 2.9709 -0.8977
C -5.4550 1.9892 -1.5189
C -5.5038 0.6559 -0.7605
H -4.8261 -0.0560 -1.2302
H -6.5228 0.2598 -0.8010
H -5.8483 1.8715 -2.5295
H -4.4159 2.3477 -1.5818
H -6.5530 3.9172 0.8509
H -4.8413 3.5632 0.4809
H -5.6456 2.0183 2.2694
H -6.9948 1.5148 1.2306
H -3.1806 1.4146 0.0915
H -3.5541 1.4221 1.8286
H -0.9128 -0.1363 -1.8728
*
```

As for the strongest force on any atom: 0.0175 hartree/bohr. The structure (SMILES) is [H]/N=c1\c2c(ncn1CCN1CCOCC1)Oc1c(ccc3ccccc13)[C@H]2c1ccccc1. Its LUMO energy is 0.416 eV. The value obtained for the total energy is -38476.7750 eV. Its frontier orbital gap is 8.48 eV. Its relative energy (zero: lowest compared OMol25 entry of this formula, charge and spin) is 56.8 kJ/mol.

Atomic partial charges in e from the Löwdin method, atoms 1 to 8:
1. N 0.16
2. C -0.31
3. N 0.00
4. C -0.13
5. N 0.16
6. C -0.25
7. C -0.03
8. C -0.17

=====

# 4
Here is a molecular structure, C2H4IN3O2 from OMol25. Energies are from ωB97M-V with the def2-TZVPD basis set.

Geometry as ORCA input:
```
! RIJCOSX wB97M-V def2-TZVPD def2/J DEFGRID3
* xyz 0 1
C -0.1494 -2.2742 0.3445
C -0.2556 0.8375 0.0197
N 0.6770 -2.4001 -0.5090
N -0.2473 2.1758 -0.4805
N 0.6468 0.0950 0.4805
O -1.0742 -2.3177 1.0584
O -1.4437 0.3110 -0.0919
I 2.5546 0.6221 0.5636
H -1.7002 -0.4062 0.5405
H 1.4783 -1.8877 -0.6531
H 0.4799 2.7672 -0.2047
H -0.9663 2.4771 -1.0681
*
```

As for the strongest force on any atom: 0.0765 hartree/bohr. Its LUMO energy is 0.142 eV. The value obtained for the total energy is -18804.0765 eV. Its frontier orbital gap is 9.34 eV. Its relative energy (zero: lowest compared OMol25 entry of this formula, charge and spin) is 12.0 kJ/mol.

Atomic partial charges in e from the Löwdin method, atoms 1 to 8:
1. C -0.44
2. C -0.69
3. N 0.21
4. N 0.16
5. N -0.50
6. O 0.13
7. O 0.08
8. I 0.82

=====

# 5
Here is a molecular structure, C36H40ClMoN4O2 from OMol25. Energies are from ωB97M-V with the def2-TZVPD basis set.

Geometry as ORCA input:
```
! RIJCOSX wB97M-V def2-TZVPD def2/J DEFGRID3
* xyz 1 1
Mo 0.4284 0.0258 -0.8314
C -3.3693 0.5976 1.1307
C -3.4976 -0.3658 0.0177
C -4.4545 -1.3404 0.1166
C -4.7521 -2.2169 -0.8887
C -4.0521 -2.0852 -2.0770
C -3.0795 -1.1109 -2.2162
C -2.7072 -0.8411 -3.6773
C -2.6927 -0.3449 -1.1214
N -1.5676 0.5773 -1.2499
C -1.9056 1.8382 -1.6999
O -2.9985 2.3400 -1.8316
C -0.6597 2.6043 -2.1042
C -0.6797 3.8521 -2.6581
C 0.5206 4.4033 -3.0887
C 1.7068 3.7721 -2.8085
C 1.6698 2.5746 -2.1052
N 0.4946 1.9822 -1.8361
C 2.8710 1.6641 -1.6418
O 4.0244 1.8698 -2.0350
N 2.3585 0.6704 -0.9000
C 3.1778 -0.5219 -0.5467
C 3.4864 -0.8341 0.8268
C 3.2295 0.1689 1.8884
C 4.1115 -2.0277 1.1301
C 4.5153 -2.9071 0.1302
C 4.3684 -2.5226 -1.1721
C 3.7191 -1.3388 -1.5638
C 3.5289 -0.9510 -3.0268
H -4.0723 0.3614 1.9450
H -3.6316 1.6054 0.8418
H -2.3779 0.7135 1.5388
H -5.1104 -1.2925 0.9796
H -5.5428 -2.9597 -0.7485
H -4.3236 -2.6842 -2.9173
H -2.0039 -1.5625 -4.1273
H -2.2125 0.1185 -3.8103
H -3.5780 -0.7953 -4.3116
H -1.5818 4.3614 -2.8296
H 0.5071 5.3264 -3.6373
H 2.7204 4.1475 -3.0387
H 2.3012 0.7181 1.7439
H 4.0214 0.9169 1.9202
H 3.1772 -0.2632 2.8617
H 4.3128 -2.2856 2.1705
H 4.9432 -3.8549 0.3776
H 4.7981 -3.1091 -1.9745
H 3.1179 -1.7834 -3.5977
H 4.4884 -0.5856 -3.4505
H 2.8606 -0.0675 -3.1292
Cl 0.2834 -0.9756 -3.3396
C 0.1188 -1.8227 -1.7404
H 0.9331 -2.4947 -1.6507
H -0.8774 -2.2227 -1.5528
C 1.4465 2.8698 1.5880
C 0.0818 2.6063 2.2782
C -1.0700 3.0201 1.4616
C -0.2462 1.2536 2.8443
C -0.9989 1.2421 4.0754
C -1.4974 0.0585 4.6016
C -1.2870 -1.1570 3.9589
C -0.5986 -1.1771 2.7597
C -0.4945 -2.5330 2.1050
C 0.9304 -2.9072 1.7487
C -1.5329 -2.7909 1.0498
C -0.1470 0.0247 2.1824
N 0.2460 -0.0632 0.8667
H 1.4395 3.8919 1.2440
H 1.4652 2.2687 0.7413
H 2.2838 2.6817 2.2715
H 0.1730 3.2744 3.1279
H -1.1388 2.3701 0.5919
H -0.9313 4.0337 1.0379
H -2.0189 2.9888 2.0324
H -1.1385 2.1556 4.5994
H -2.0642 0.0800 5.5159
H -1.6501 -2.1030 4.3760
H -0.7117 -3.2216 2.9040
H 1.2972 -2.4362 0.8427
H 1.0197 -4.0082 1.5797
H 1.6388 -2.7570 2.5641
H -1.5209 -2.1070 0.2316
H -2.5332 -2.7595 1.4554
H -1.5083 -3.8411 0.6808
*
```

As for the strongest force on any atom: 0.0600 hartree/bohr. Its LUMO energy (spin up / spin down) is -4.963 / -4.962 eV. The value obtained for the total energy is -62409.5802 eV. Its frontier orbital gap (spin up / spin down) is 6.35 / 6.35 eV. Its relative energy (zero: lowest compared OMol25 entry of this formula, charge and spin) is 0.0 kJ/mol.

Atomic partial charges in e from the Löwdin method, atoms 1 to 8:
1. Mo 1.71
2. C -0.01
3. C -0.22
4. C -0.07
5. C -0.05
6. C -0.04
7. C -0.21
8. C -0.07

=====

Among the records above, which one has the lowest relative energy (zero: lowest compared OMol25 entry of this formula, charge and spin)?
C36H40ClMoN4O2